Record 1
ORCA calculation (the ωB97M-V functional and the def2-TZVPD basis) on the molecule C23H28N4O4S.

Properties
* lowest unoccupied orbital energy: 0.44 eV
* gap between HOMO and LUMO: 0.3408 Ha
* HOMO level: -8.84 eV
* charge: 0
* structure (SMILES): CC(=O)N[C@@H](CC(=O)Nc1ccc(S(=O)(=O)NC2=NCCCCC2)cc1)c1ccccc1
* F_max: 0.026 Eh/bohr

XYZ file:
```
60
Properties=species:S:1:pos:R:3:nbo_charge:R:1
C 0.6209 -1.5282 -4.6455 -0.713
C 1.4294 -1.7050 -3.3787 0.702
O 1.0647 -2.4351 -2.4722 -0.676
N 2.5437 -0.9467 -3.3521 -0.608
H 2.7411 -0.4236 -4.1918 0.401
C 3.6590 -0.9577 -2.4068 -0.071
C 4.7193 -1.9452 -2.8489 0.052
C 4.3795 -3.2623 -3.1316 -0.251
C 5.3511 -4.1644 -3.5260 -0.188
C 6.6710 -3.7609 -3.6373 -0.216
C 7.0162 -2.4509 -3.3526 -0.201
C 6.0440 -1.5466 -2.9623 -0.241
H 6.3158 -0.5246 -2.7400 0.213
H 8.0440 -2.1308 -3.4367 0.216
H 7.4289 -4.4660 -3.9442 0.216
H 5.0770 -5.1858 -3.7444 0.214
H 3.3526 -3.5833 -3.0426 0.224
H 4.0812 0.0549 -2.4251 0.223
C 3.2435 -1.2539 -0.9571 -0.502
C 2.3151 -0.1609 -0.4452 0.692
O 2.7294 0.9218 -0.0954 -0.609
N 1.0064 -0.5372 -0.4521 -0.622
C -0.1170 0.2170 -0.1427 0.183
C -0.0447 1.4866 0.4344 -0.259
C -1.2075 2.1797 0.7143 -0.109
C -2.4335 1.6105 0.4281 -0.390
C -2.5224 0.3531 -0.1401 -0.178
C -1.3664 -0.3439 -0.4272 -0.244
H -1.4156 -1.3249 -0.8767 0.222
H -3.4992 -0.0549 -0.3463 0.247
S -3.9238 2.5081 0.8265 2.318
O -3.8943 3.8089 0.2303 -0.931
O -5.0592 1.6710 0.5791 -0.934
N -3.7789 2.7953 2.4787 -0.863
C -3.3198 1.8476 3.3835 0.457
N -2.5877 2.2808 4.3170 -0.480
C -2.0230 1.4775 5.3650 -0.239
C -1.6689 0.0346 4.9931 -0.421
C -2.8692 -0.9116 5.0323 -0.395
C -4.1268 -0.3034 4.4102 -0.391
H -4.5977 0.3839 5.1155 0.203
C -3.8334 0.4530 3.1133 -0.523
H -4.7423 0.5504 2.5198 0.258
H -3.1048 -0.1006 2.5149 0.231
H -4.8435 -1.1015 4.2070 0.215
H -3.0858 -1.1809 6.0687 0.203
H -2.6073 -1.8305 4.5020 0.201
H -0.9073 -0.3304 5.6853 0.215
H -1.2243 0.0435 3.9951 0.201
H -2.7008 1.4911 6.2259 0.192
H -1.1124 2.0080 5.6650 0.203
H -3.4540 3.7307 2.6783 0.429
H -1.1693 3.1644 1.1516 0.226
H 0.9188 1.9174 0.6497 0.261
H 0.8117 -1.4374 -0.8892 0.439
H 4.1530 -1.2327 -0.3542 0.245
H 2.7871 -2.2385 -0.8877 0.242
H 0.3146 -0.4894 -4.7493 0.235
H -0.2635 -2.1569 -4.5963 0.244
H 1.2120 -1.8092 -5.5146 0.230
```


Record 2
ORCA calculation (the ωB97M-V functional and the def2-TZVPD basis) on a cluster of 2 separate species, C23H28N6O4S in total.

Properties
* lowest unoccupied orbital energy: 0.57 eV
* gap between HOMO and LUMO: 0.3157 Ha
* HOMO level: -8.02 eV
* charge: 0
* structure (SMILES): CCc1[nH]c2nc(Sc3cccnc3)nc(OC)c2c1C=O.CNC(=O)[C@@H]1CCCN1C(C)=O
* F_max: 0.047 Eh/bohr

XYZ file:
```
62
Properties=species:S:1:pos:R:3:nbo_charge:R:1
O -5.6354 -4.2391 -1.7510 -0.556
O -0.1229 1.6413 1.3039 -0.634
O -0.0551 5.4365 -0.8958 -0.629
N 4.3333 -0.5209 -0.3120 -0.423
N -0.2796 -2.4255 -0.2384 -0.556
N -0.9924 -3.3100 1.8223 -0.500
O -1.7121 -2.4711 -2.1119 -0.494
S 1.4451 -2.2898 1.8486 0.326
C -4.5760 -3.6588 -1.5353 0.401
C 0.3679 2.7504 1.1221 0.693
C 1.0536 5.5211 -0.3835 0.669
C -3.8438 -3.7927 -0.2625 -0.221
C -4.2815 -4.3341 0.9360 0.271
C -0.0851 -2.6997 1.0566 0.279
C 4.4899 -1.3607 -1.3462 0.029
C 3.4086 -0.8197 0.6195 0.025
C -1.4607 -2.7203 -0.7858 0.582
C -2.1492 -3.5973 1.2602 0.382
C 3.7330 -2.5255 -1.4825 -0.255
C 2.7795 -2.8418 -0.5182 -0.157
C 2.6081 -1.9656 0.5526 -0.216
C -2.4604 -3.3210 -0.0380 -0.201
N -3.2309 -4.2107 1.8390 -0.527
N 1.5252 6.7274 -0.0526 -0.611
N 1.1647 3.0288 0.0713 -0.427
C -0.6105 -1.9769 -2.8895 -0.256
C 0.0857 3.8325 2.1510 -0.711
C 2.8234 7.0470 0.5417 -0.417
C -6.0310 -4.6803 2.7194 -0.603
C -5.6242 -4.9455 1.2679 -0.446
C 1.5531 2.0272 -0.9088 -0.212
C 2.9259 2.4695 -1.4033 -0.409
C 2.7949 3.9903 -1.3916 -0.391
C 1.9211 4.2669 -0.1605 -0.131
H -4.1450 -3.0717 -2.3391 0.145
H 5.2339 -1.1261 -2.1014 0.196
H 3.2823 -0.1426 1.4591 0.208
H 3.8935 -3.1754 -2.3350 0.220
H 2.1782 -3.7437 -0.5980 0.231
H -3.2497 -4.4960 2.8123 0.426
H 0.8962 7.4915 -0.2515 0.410
H 0.2305 -2.6776 -2.8656 0.186
H -0.2724 -1.0064 -2.5096 0.198
H -0.9204 -1.8473 -3.9304 0.197
H 1.0179 4.2712 2.4972 0.207
H -0.4368 3.3853 2.9955 0.245
H -0.5510 4.5918 1.7009 0.242
H 2.8823 6.6447 1.5545 0.197
H 2.9488 8.1302 0.5898 0.219
H 3.6319 6.6316 -0.0622 0.198
H -5.3232 -5.1446 3.4130 0.191
H -7.0241 -5.0985 2.9110 0.222
H -6.0642 -3.6036 2.9150 0.213
H -6.3967 -4.5382 0.6098 0.256
H -5.5763 -6.0250 1.0954 0.229
H 1.6073 1.0298 -0.4715 0.233
H 0.8374 2.0329 -1.7319 0.192
H 3.1433 2.0823 -2.3988 0.220
H 3.6916 2.1641 -0.6891 0.218
H 3.7679 4.4756 -1.3118 0.214
H 2.2811 4.3119 -2.2997 0.216
H 2.5735 4.4219 0.6975 0.199
```


Record 3
ORCA calculation (the ωB97M-V functional and the def2-TZVPD basis) on a structure of composition C23H28N8Sn.

Properties
* lowest unoccupied orbital energy (spin up / spin down): -7.03 / -8.59 eV
* gap between HOMO and LUMO (spin up / spin down): 0.2751 / 0.2206 Ha
* HOMO level (spin up / spin down): -14.52 / -14.59 eV
* charge: +2
* F_max: 0.011 Eh/bohr

XYZ file:
```
60
Properties=species:S:1:pos:R:3:nbo_charge:R:1
Sn 1.3108 0.4813 1.0178 1.360
N -0.4303 1.7042 0.1374 -0.892
C -0.0342 2.6472 -0.9323 -0.242
C 1.0232 3.5654 -0.3582 -0.236
N 2.2070 2.7808 0.0553 -0.497
C 2.9944 3.4998 1.0950 -0.237
C 3.2612 2.6515 2.3192 -0.238
N 1.9588 2.3446 2.9337 -0.866
C 3.0416 2.4921 -1.1370 -0.239
C 3.7753 1.1760 -1.0615 -0.244
N 2.7937 0.0870 -0.9236 -0.879
H -1.1089 1.0267 -0.2009 0.424
H -0.8830 2.2072 0.8980 0.416
H -0.8870 3.2145 -1.3084 0.238
H 0.3533 2.0537 -1.7609 0.204
H 0.6118 4.0451 0.5324 0.214
H 1.2805 4.3673 -1.0562 0.230
H 2.4179 4.3666 1.4260 0.212
H 3.9183 3.8954 0.6702 0.226
H 3.9337 3.1900 2.9916 0.228
H 3.7597 1.7123 2.0587 0.196
H 1.5314 3.1998 3.2786 0.387
H 2.0774 1.7450 3.7469 0.394
H 3.7540 3.3044 -1.3045 0.227
H 2.3964 2.4725 -2.0174 0.207
H 4.4557 1.1354 -0.2084 0.212
H 4.3850 1.0661 -1.9608 0.232
H 3.2678 -0.7992 -0.7626 0.412
H 2.2584 -0.0448 -1.7798 0.403
N -1.0604 0.2884 2.5983 -0.349
C -1.7763 -0.0986 3.4134 0.365
C -2.6504 -0.6087 4.4239 -0.167
C -4.0092 -0.2692 4.3780 0.206
N -5.1290 0.0035 4.3324 -0.102
C -2.1167 -1.4582 5.4034 0.208
N -1.6497 -2.1665 6.1846 -0.110
N 0.0769 -1.0509 -0.4755 -0.386
C -0.8100 -1.7889 -0.9805 0.253
C -0.8565 -1.8721 -2.4650 -0.139
C -0.8034 -3.1192 -3.0819 -0.175
C -0.8212 -3.1958 -4.4641 -0.184
C -0.9090 -2.0374 -5.2273 -0.165
C -0.9731 -0.7954 -4.6115 -0.219
C -0.9379 -0.7112 -3.2280 -0.145
C -1.7462 -2.5398 -0.1176 -0.163
C -3.0076 -2.8765 -0.5992 -0.105
C -3.8942 -3.5500 0.2282 -0.214
C -3.5167 -3.9010 1.5158 -0.157
C -2.2469 -3.5807 1.9917 -0.221
C -1.3653 -2.8940 1.1783 -0.175
H -0.7499 -4.0192 -2.4836 0.235
H -0.7769 -4.1604 -4.9494 0.242
H -0.9378 -2.1053 -6.3059 0.240
H -1.0638 0.1008 -5.2088 0.233
H -1.0102 0.2539 -2.7404 0.186
H -3.2944 -2.6119 -1.6090 0.227
H -4.8769 -3.8110 -0.1384 0.241
H -4.2048 -4.4458 2.1474 0.240
H -1.9439 -3.8960 2.9811 0.234
H -0.3626 -2.6706 1.5212 0.217
```


Record 4
ORCA calculation (the ωB97M-V functional and the def2-TZVPD basis) on the ion C23H29N2O3 with charge +1.

Properties
* lowest unoccupied orbital energy: -2.01 eV
* gap between HOMO and LUMO: 0.3526 Ha
* HOMO level: -11.60 eV
* charge: +1
* structure (SMILES): C=CC[NH+]1CCN(CCOC(=O)C(O)(c2ccccc2)c2ccccc2)CC1
* F_max: 0.015 Eh/bohr

XYZ file:
```
57
Properties=species:S:1:pos:R:3:nbo_charge:R:1
C -3.7053 3.8424 0.2798 -0.319
C -3.0656 2.8479 0.8671 -0.245
C -1.8184 2.2260 0.3109 -0.249
N -2.0096 0.8133 -0.1003 -0.408
C -2.9737 0.6665 -1.2110 -0.229
H -2.5703 1.1934 -2.0763 0.227
H -3.9214 1.1278 -0.9269 0.234
C -3.1399 -0.8390 -1.5084 -0.234
N -2.0201 -1.5235 -0.9035 -0.476
C -2.1358 -1.5458 0.5358 -0.217
H -1.1978 -1.9163 0.9558 0.225
C -2.3860 -0.0967 0.9995 -0.245
H -1.7810 0.1269 1.8789 0.248
H -3.4384 0.0644 1.2386 0.220
H -2.9527 -2.1953 0.8907 0.191
C -1.5064 -2.6954 -1.5757 -0.235
H -1.1298 -3.4072 -0.8383 0.221
C -0.3518 -2.2941 -2.5056 -0.078
H -0.1148 -3.1012 -3.1995 0.215
H -0.6077 -1.3846 -3.0564 0.200
O 0.8530 -2.0731 -1.7700 -0.504
C 1.0743 -0.9006 -1.2005 0.860
O 0.3037 0.0420 -1.2483 -0.671
C 2.3442 -0.9129 -0.3619 0.084
C 1.7299 -1.0389 1.0398 -0.063
C 1.1562 0.0763 1.6397 -0.227
C 0.5860 -0.0281 2.8964 -0.231
C 0.5704 -1.2481 3.5555 -0.209
C 1.1371 -2.3597 2.9564 -0.216
C 1.7142 -2.2583 1.7008 -0.155
H 2.1816 -3.1204 1.2503 0.224
H 1.1402 -3.3086 3.4700 0.228
H 0.1308 -1.3270 4.5376 0.227
H 0.1743 0.8483 3.3772 0.219
H 1.1882 1.0257 1.1251 0.229
C 3.1570 0.3647 -0.5039 0.041
C 3.1313 1.1035 -1.6778 -0.212
C 3.9285 2.2282 -1.8071 -0.211
C 4.7661 2.6108 -0.7742 -0.185
C 4.8116 1.8602 0.3887 -0.206
C 4.0122 0.7397 0.5243 -0.211
H 4.0569 0.1470 1.4252 0.223
H 5.4755 2.1432 1.1910 0.223
H 5.3903 3.4848 -0.8796 0.222
H 3.9010 2.7994 -2.7226 0.221
H 2.4945 0.8043 -2.4973 0.207
O 3.1978 -1.9783 -0.6771 -0.682
H 2.6944 -2.7201 -1.0327 0.489
H -2.2765 -3.2003 -2.1693 0.207
H -3.1354 -1.0077 -2.5842 0.228
H -4.0998 -1.2062 -1.1130 0.188
H -1.0973 0.4600 -0.4903 0.521
H -1.0257 2.2455 1.0630 0.232
H -1.4787 2.7839 -0.5640 0.231
H -3.4087 2.4583 1.8149 0.213
H -4.5808 4.2885 0.7171 0.221
H -3.3718 4.2645 -0.6540 0.200
```